(1)
{"formula": "C20H24N2O2", "method": "wB97M-V/def2-TZVPD", "smiles": "O=C(Cc1ccc(-c2ccccc2)cc1)NCCN1CCOCC1", "total_charge": 0, "relative_energy_kcal_mol": 36.34, "homo_ev": -8.650, "gap_ha": 0.34173, "species": ["O", "C", "C", "C", "C", "C", "C", "C", "C", "C", "C", "C", "C", "C", "C", "N", "C", "C", "N", "C", "C", "O", "C", "C", "H", "H", "H", "H", "H", "H", "H", "H", "H", "H", "H", "H", "H", "H", "H", "H", "H", "H", "H", "H", "H", "H", "H", "H"], "positions_angstrom": [[-1.045, -2.736, -2.995], [-0.586, -1.619, -2.940], [0.775, -1.238, -3.525], [1.602, -0.521, -2.499], [1.857, 0.842, -2.596], [2.586, 1.497, -1.620], [3.068, 0.809, -0.510], [3.839, 1.505, 0.530], [3.615, 1.239, 1.879], [4.339, 1.897, 2.855], [5.302, 2.827, 2.501], [5.535, 3.097, 1.163], [4.808, 2.445, 0.185], [2.804, -0.556, -0.411], [2.085, -1.210, -1.391], [-1.234, -0.569, -2.383], [-2.451, -0.722, -1.623], [-2.159, -0.780, -0.117], [-3.362, -1.046, 0.645], [-4.185, 0.136, 0.837], [-5.485, -0.268, 1.534], [-5.235, -0.881, 2.775], [-4.419, -2.015, 2.603], [-3.091, -1.653, 1.937], [0.612, -0.607, -4.401], [1.263, -2.160, -3.845], [1.490, 1.397, -3.449], [2.766, 2.558, -1.709], [2.855, 0.525, 2.162], [4.151, 1.684, 3.898], [5.869, 3.339, 3.264], [6.288, 3.819, 0.880], [5.005, 2.647, -0.858], [3.185, -1.111, 0.434], [1.892, -2.269, -1.305], [-0.731, 0.299, -2.274], [-3.123, 0.105, -1.860], [-2.913, -1.662, -1.931], [-1.663, 0.156, 0.202], [-1.459, -1.602, 0.051], [-4.422, 0.575, -0.133], [-3.663, 0.892, 1.452], [-6.100, 0.610, 1.743], [-6.039, -0.959, 0.881], [-4.251, -2.427, 3.600], [-4.939, -2.758, 1.980], [-2.503, -2.560, 1.787], [-2.530, -0.968, 2.599]], "forces_ev_per_angstrom": [[-0.104, -0.474, 0.024], [0.308, 0.380, -0.282], [-0.098, -0.238, 0.042], [0.173, 0.143, -0.056], [0.008, -0.152, -0.085], [0.057, -0.004, 0.173], [-0.160, -0.073, -0.228], [0.154, 0.134, 0.196], [-0.008, -0.010, -0.088], [0.036, -0.009, 0.102], [0.044, 0.037, 0.055], [0.052, 0.094, 0.023], [-0.063, -0.059, -0.006], [-0.001, 0.061, -0.012], [-0.036, 0.041, -0.067], [-0.145, 0.420, 0.146], [-0.079, -0.138, 0.227], [-0.096, -0.055, -0.261], [0.078, 0.020, 0.040], [-0.305, -0.111, 0.130], [0.059, 0.280, -0.286], [-0.017, 0.091, 0.146], [0.371, -0.184, 0.013], [-0.313, -0.082, 0.126], [0.024, -0.027, -0.009], [-0.101, 0.049, -0.014], [-0.038, 0.030, -0.091], [0.021, 0.094, 0.009], [-0.071, -0.057, 0.016], [-0.021, -0.010, 0.072], [0.042, 0.039, 0.058], [0.059, 0.045, -0.022], [0.017, 0.007, -0.091], [0.046, -0.048, 0.078], [-0.011, -0.140, 0.020], [0.051, -0.132, -0.053], [-0.024, -0.093, -0.003], [-0.028, 0.149, 0.039], [0.020, -0.083, 0.026], [0.024, 0.054, -0.010], [-0.021, 0.067, 0.019], [-0.018, -0.018, -0.064], [0.018, -0.050, -0.083], [0.011, 0.081, 0.032], [0.009, -0.040, -0.086], [0.051, 0.016, 0.064], [0.023, 0.009, 0.038], [0.006, -0.055, -0.019]], "mulliken_charge": [-0.662, 0.672, -1.186, 0.375, -0.331, -0.747, 0.347, 0.324, -0.462, -0.559, -0.428, -0.546, -0.441, -0.732, -0.413, -0.063, -0.943, -0.535, 0.127, -0.423, -0.729, -0.382, -0.654, -0.542, 0.337, 0.323, 0.371, 0.494, 0.484, 0.377, 0.370, 0.378, 0.463, 0.518, 0.508, 0.278, 0.332, 0.338, 0.259, 0.316, 0.310, 0.336, 0.361, 0.354, 0.354, 0.348, 0.407, 0.315]}

(2)
{"formula": "C20H24N2O3S", "method": "wB97M-V/def2-TZVPD", "smiles": "Cc1ccc(S(=O)(=O)N2CCC(NC(=O)c3cccc(C)c3)CC2)cc1", "total_charge": 0, "relative_energy_kcal_mol": 29.63, "homo_ev": -9.239, "gap_ha": 0.36419, "species": ["C", "C", "C", "C", "C", "S", "O", "O", "N", "C", "C", "C", "N", "C", "O", "C", "C", "C", "C", "C", "C", "C", "C", "C", "C", "C", "H", "H", "H", "H", "H", "H", "H", "H", "H", "H", "H", "H", "H", "H", "H", "H", "H", "H", "H", "H", "H", "H", "H", "H"], "positions_angstrom": [[-7.338, -2.526, -0.283], [-6.138, -1.664, -0.042], [-5.140, -2.071, 0.837], [-4.040, -1.265, 1.076], [-3.941, -0.047, 0.432], [-2.527, 1.008, 0.707], [-2.967, 2.346, 0.974], [-1.667, 0.386, 1.682], [-1.859, 1.015, -0.839], [-1.272, -0.249, -1.231], [0.107, -0.474, -0.610], [1.027, 0.712, -0.921], [2.313, 0.541, -0.283], [3.428, 0.180, -0.963], [3.443, 0.037, -2.171], [4.634, -0.035, -0.112], [4.877, 0.695, 1.048], [6.021, 0.447, 1.784], [6.919, -0.526, 1.378], [6.698, -1.256, 0.216], [7.660, -2.317, -0.221], [5.554, -0.993, -0.523], [0.363, 2.011, -0.459], [-1.009, 2.154, -1.117], [-4.922, 0.380, -0.442], [-6.018, -0.430, -0.676], [-8.140, -2.239, 0.397], [-7.107, -3.574, -0.108], [-7.704, -2.407, -1.300], [-5.224, -3.025, 1.336], [-3.256, -1.559, 1.756], [-1.964, -1.036, -0.923], [-1.200, -0.255, -2.323], [0.543, -1.395, -1.000], [-0.007, -0.564, 0.472], [1.229, 0.753, -1.998], [2.319, 0.533, 0.725], [4.197, 1.474, 1.360], [6.217, 1.018, 2.680], [7.806, -0.714, 1.965], [7.361, -3.281, 0.191], [7.671, -2.404, -1.305], [8.666, -2.098, 0.129], [5.356, -1.532, -1.438], [0.991, 2.866, -0.713], [0.226, 1.981, 0.624], [-1.531, 3.031, -0.733], [-0.907, 2.241, -2.204], [-4.811, 1.340, -0.920], [-6.790, -0.105, -1.358]], "forces_ev_per_angstrom": [[-0.034, 0.029, 0.041], [0.104, -0.022, 0.035], [-0.053, 0.099, -0.066], [0.161, 0.020, 0.130], [0.502, 0.209, 0.120], [-0.232, -0.131, -0.421], [-0.096, 0.139, -0.188], [-0.159, -0.225, -0.113], [-0.753, 0.051, 0.851], [0.221, -0.619, 0.110], [0.056, 0.107, -0.254], [-0.138, 0.008, 0.012], [-0.192, 0.123, 0.173], [-0.124, 0.083, 0.174], [0.083, -0.134, -0.242], [0.338, -0.060, 0.059], [-0.089, -0.058, -0.107], [0.034, 0.007, 0.117], [-0.044, 0.036, -0.030], [-0.041, 0.064, 0.003], [-0.042, -0.059, 0.040], [-0.093, 0.104, 0.045], [0.001, -0.102, -0.342], [0.229, 0.597, 0.296], [-0.124, 0.075, -0.068], [0.121, 0.050, 0.064], [-0.092, -0.034, 0.013], [-0.034, -0.080, -0.013], [-0.057, -0.040, -0.061], [0.001, -0.096, 0.042], [0.068, -0.097, 0.080], [0.086, -0.113, -0.206], [-0.088, -0.021, 0.057], [0.030, -0.015, -0.001], [0.099, -0.079, -0.066], [-0.061, 0.019, 0.143], [0.123, -0.066, -0.050], [-0.059, 0.071, 0.019], [0.017, 0.053, 0.058], [0.098, -0.013, 0.047], [0.053, -0.086, -0.017], [0.054, -0.042, -0.066], [0.082, -0.028, -0.015], [-0.008, -0.036, -0.110], [0.035, 0.008, 0.034], [0.082, 0.076, 0.059], [0.142, 0.083, -0.218], [-0.070, -0.017, 0.050], [-0.069, 0.116, -0.137], [-0.067, 0.043, -0.079]], "mulliken_charge": [-1.447, 0.966, -0.748, -0.184, -0.304, 1.496, -0.775, -0.690, 0.100, -0.906, -0.693, -0.294, -0.122, 0.333, -0.662, 0.488, -0.683, -0.684, -0.579, 0.820, -1.410, -0.489, -0.480, -1.159, -0.387, -0.807, 0.293, 0.371, 0.373, 0.374, 0.482, 0.410, 0.427, 0.436, 0.282, 0.279, 0.369, 0.480, 0.394, 0.399, 0.287, 0.359, 0.389, 0.438, 0.414, 0.292, 0.491, 0.444, 0.445, 0.374]}

(3)
{"formula": "C20H24N2O4", "method": "wB97M-V/def2-TZVPD", "smiles": "C=CCC1=C(C[C@H](O)CN)C(=O)C(COc2ccccc2)=C(CN)C1=O", "total_charge": 0, "relative_energy_kcal_mol": 292.42, "homo_ev": -8.741, "gap_ha": 0.29425, "species": ["C", "C", "C", "C", "C", "C", "C", "O", "C", "N", "C", "O", "C", "C", "O", "C", "C", "C", "C", "C", "C", "C", "C", "N", "C", "O", "H", "H", "H", "H", "H", "H", "H", "H", "H", "H", "H", "H", "H", "H", "H", "H", "H", "H", "H", "H", "H", "H", "H", "H"], "positions_angstrom": [[1.675, -2.020, 3.292], [2.794, -1.903, 2.404], [2.907, -0.621, 1.451], [1.957, -0.713, 0.149], [1.503, 0.459, -0.551], [2.011, 1.878, -0.026], [1.260, 3.140, -0.693], [-0.202, 3.014, -0.660], [1.833, 3.555, -2.146], [0.794, 3.975, -3.127], [0.535, 0.203, -1.784], [0.540, 0.820, -2.880], [-0.523, -1.005, -1.616], [-1.989, -0.765, -2.197], [-3.064, -1.028, -1.257], [-2.880, -0.347, -0.020], [-2.702, 1.184, 0.158], [-2.548, 1.863, 1.560], [-2.519, 1.015, 2.883], [-2.700, -0.520, 2.706], [-2.897, -1.199, 1.304], [-0.049, -2.169, -0.965], [-1.048, -3.407, -0.821], [-0.295, -4.726, -0.867], [1.475, -2.153, -0.416], [2.210, -3.164, -0.467], [0.992, -1.112, 3.426], [1.439, -2.982, 3.873], [3.604, -2.701, 2.420], [2.581, 0.283, 2.095], [4.003, -0.407, 1.171], [1.870, 2.002, 1.117], [3.151, 1.982, -0.194], [1.491, 4.037, 0.005], [-0.519, 3.684, -0.012], [2.589, 4.430, -2.093], [2.427, 2.660, -2.550], [0.028, 3.289, -3.197], [0.334, 4.858, -2.840], [-2.173, -1.382, -3.142], [-2.055, 0.345, -2.516], [-2.703, 1.885, -0.745], [-2.438, 3.001, 1.672], [-2.378, 1.489, 3.920], [-2.702, -1.166, 3.661], [-3.052, -2.327, 1.322], [-1.695, -3.396, 0.118], [-1.707, -3.414, -1.772], [-0.201, -5.011, 0.122], [-0.961, -5.411, -1.273]], "forces_ev_per_angstrom": [[2.466, 0.399, -1.955], [-2.695, 0.146, 1.923], [-0.143, -0.270, 0.395], [-0.938, 1.593, -1.240], [1.035, -2.464, 1.768], [-0.459, 0.503, -0.497], [0.894, 1.318, 1.056], [1.171, 0.437, 0.439], [0.127, -0.306, -0.323], [-0.098, 0.038, 0.638], [-0.724, 0.256, -1.672], [0.181, -1.519, 3.797], [1.678, -1.084, 1.457], [1.036, 1.156, -0.785], [1.257, 1.092, 1.572], [0.241, 1.099, 4.295], [-0.160, -1.254, 2.388], [-0.140, -3.737, 0.492], [-0.546, -1.798, -4.257], [-0.111, 1.980, -2.442], [0.566, 3.579, 0.746], [-1.199, 1.946, -0.832], [0.725, -0.495, -1.064], [-1.440, 0.314, 0.618], [0.596, -1.278, -0.224], [-2.370, 3.692, 0.492], [0.801, -1.593, -0.396], [0.649, 1.747, -0.840], [-1.328, 1.078, -0.443], [0.330, -1.409, -1.213], [-1.667, -0.479, 0.212], [0.015, -0.647, -1.844], [-1.803, -0.148, 0.066], [-0.127, -1.434, -1.028], [0.344, -0.898, -0.779], [-1.239, -1.417, 0.331], [-1.052, 1.275, 0.353], [0.781, 0.242, 0.185], [0.602, -0.774, -0.088], [0.119, 0.627, 1.513], [0.285, -1.775, 0.428], [0.055, -1.278, 1.402], [-0.234, -1.971, -0.492], [-0.283, -0.832, -1.926], [-0.024, 1.016, -1.867], [0.187, 1.850, -0.328], [0.835, 0.626, -1.351], [0.833, 0.347, 1.749], [0.289, -0.015, -0.807], [0.681, 0.520, 0.378]], "mulliken_charge": [-0.750, -0.163, -0.422, 0.439, 0.753, -0.757, -0.157, -0.416, -0.812, -0.664, -0.131, -0.632, 0.164, -1.123, -0.433, 0.447, -0.048, -0.460, -0.507, -0.435, -0.333, 1.145, -0.339, -0.597, -0.357, -0.565, 0.215, 0.254, 0.315, 0.225, 0.311, 0.255, 0.271, 0.585, 0.272, 0.371, 0.273, 0.290, 0.255, 0.450, 0.310, 0.233, 0.321, 0.328, 0.312, 0.393, 0.120, 0.267, 0.267, 0.264]}

(4)
{"formula": "C20H24N2O4", "method": "wB97M-V/def2-TZVPD", "smiles": "CCCCOc1ccc(N2C[C@H](C(=O)NCc3ccco3)CC2=O)cc1", "total_charge": 0, "relative_energy_kcal_mol": 40.55, "homo_ev": -7.831, "gap_ha": 0.31047, "species": ["C", "C", "C", "C", "O", "C", "C", "C", "C", "N", "C", "C", "C", "O", "N", "C", "C", "C", "C", "C", "O", "C", "C", "O", "C", "C", "H", "H", "H", "H", "H", "H", "H", "H", "H", "H", "H", "H", "H", "H", "H", "H", "H", "H", "H", "H", "H", "H", "H", "H"], "positions_angstrom": [[-6.113, -3.009, 0.988], [-6.262, -1.597, 1.543], [-7.305, -0.771, 0.789], [-6.841, -0.246, -0.574], [-5.981, 0.870, -0.449], [-4.628, 0.737, -0.395], [-3.894, -0.407, -0.685], [-2.511, -0.388, -0.626], [-1.822, 0.770, -0.284], [-0.418, 0.776, -0.252], [0.345, -0.244, -0.947], [1.770, 0.312, -1.004], [2.823, -0.787, -0.904], [2.580, -1.910, -0.520], [4.057, -0.382, -1.276], [5.231, -1.219, -1.099], [6.085, -0.727, 0.022], [6.006, -0.918, 1.371], [7.057, -0.158, 1.940], [7.692, 0.440, 0.897], [7.110, 0.107, -0.267], [1.819, 1.233, 0.217], [0.365, 1.643, 0.441], [0.006, 2.569, 1.130], [-2.557, 1.920, 0.004], [-3.932, 1.898, -0.048], [-5.818, -2.999, -0.058], [-7.055, -3.548, 1.067], [-5.357, -3.556, 1.546], [-5.299, -1.083, 1.519], [-6.567, -1.667, 2.590], [-8.203, -1.374, 0.638], [-7.580, 0.098, 1.391], [-7.710, 0.140, -1.118], [-6.393, -1.041, -1.176], [-4.376, -1.332, -0.957], [-1.978, -1.300, -0.843], [-0.072, -0.421, -1.941], [0.354, -1.188, -0.388], [1.923, 0.889, -1.920], [4.217, 0.587, -1.502], [4.860, -2.222, -0.880], [5.812, -1.227, -2.026], [5.293, -1.527, 1.886], [7.302, -0.074, 2.979], [8.538, 1.097, 0.853], [2.452, 2.110, 0.094], [2.153, 0.691, 1.106], [-2.046, 2.826, 0.282], [-4.503, 2.786, 0.173]], "forces_ev_per_angstrom": [[0.060, 0.222, 0.151], [-0.168, -0.041, -0.067], [0.389, 0.137, -0.149], [-0.478, -0.273, 0.159], [0.179, 0.165, 0.087], [0.315, 0.150, 0.001], [-0.441, 0.017, -0.041], [0.262, 0.195, 0.081], [-0.375, -0.042, 0.046], [0.055, -0.101, -0.291], [0.171, -0.372, -0.098], [-0.111, -0.243, 0.246], [-0.234, 0.535, -0.372], [-0.087, -0.398, 0.242], [0.347, 0.132, -0.244], [0.146, 0.144, 0.086], [-0.433, -0.572, 0.544], [-0.022, -0.025, -0.678], [0.335, 0.333, -0.316], [0.077, 0.010, 0.889], [-0.046, 0.008, -0.525], [-0.065, 0.118, -0.032], [0.537, 0.152, 0.070], [-0.095, 0.185, 0.189], [0.027, 0.057, 0.022], [-0.199, -0.252, -0.084], [0.045, -0.055, -0.158], [-0.081, -0.098, -0.020], [0.063, -0.127, -0.015], [-0.009, 0.014, 0.114], [0.076, 0.044, 0.026], [-0.094, 0.002, -0.003], [-0.113, 0.018, -0.055], [0.155, -0.117, 0.011], [-0.003, 0.060, -0.043], [-0.085, -0.070, -0.005], [0.080, -0.082, -0.027], [0.007, -0.014, 0.068], [-0.047, 0.095, -0.161], [-0.026, -0.028, 0.060], [-0.151, -0.049, 0.015], [0.144, 0.127, -0.077], [-0.051, -0.119, 0.091], [-0.198, -0.172, 0.052], [0.122, 0.066, 0.201], [0.105, 0.086, -0.110], [-0.056, 0.006, 0.064], [0.005, 0.018, 0.021], [0.025, 0.035, 0.008], [-0.061, 0.115, 0.028]], "mulliken_charge": [-1.254, -0.229, -0.664, -0.487, -0.468, 0.561, -0.262, -0.460, 0.237, 0.212, -1.299, 0.314, 0.270, -0.675, -0.177, -0.948, 0.463, -0.362, -0.472, -0.433, -0.354, -0.773, 0.395, -0.665, -0.463, -0.780, 0.280, 0.381, 0.332, 0.236, 0.343, 0.409, 0.311, 0.284, 0.291, 0.189, 0.423, 0.488, 0.360, 0.503, 0.267, 0.378, 0.331, 0.525, 0.416, 0.465, 0.371, 0.335, 0.426, 0.427]}